Entry 1:
Here is the ion CN5O2 with charge -1 in a non-equilibrium geometry from OMol25. Energies are from wB97M-V/def2-TZVPD.

SMILES string: O=C([O-])n1nnnn1
HOMO-LUMO gap: 10.42 eV
Charge: -1
E: -462.406057 hartree

Last column: Mulliken charge in e.
Atoms and positions in Å:
O -2.20 -0.75 -0.74  -0.58
C -1.64 -0.04 0.05  0.55
O -1.92 0.77 0.88  -0.58
N 0.02 -0.09 -0.14  0.64
N 0.78 0.90 -0.55  -0.30
N 1.98 0.69 -0.26  -0.26
N 2.06 -0.48 0.34  -0.20
N 0.92 -1.01 0.42  -0.28

=====

Entry 2:
Here is a cluster of 2 separate species, CNO4S in total in a non-equilibrium geometry from OMol25. Energies are from wB97M-V/def2-TZVPD.

HOMO-LUMO gap: 7.98 eV
Charge: -1
E: -791.976946 hartree

Last column: Mulliken charge in e.
Atoms and positions in Å:
C -1.59 0.37 -0.11  0.67
N 1.36 -0.24 0.06  1.04
O -1.27 1.47 -0.31  -0.37
O 2.40 -0.50 -0.53  -0.67
O 1.35 0.42 1.09  -0.65
O 0.29 -0.69 -0.40  -0.62
S -2.54 -0.83 0.20  -0.40

=====

Entry 3:
Here is a cluster of 3 separate species, CNO6S in total in a non-equilibrium geometry from OMol25. Energies are from wB97M-V/def2-TZVPD.

HOMO-LUMO gap (spin up / spin down): 6.60 / 6.60 eV
Charge: -1
E: -942.495116 hartree

Last column: Mulliken charge in e.
Atoms and positions in Å:
C 1.69 -2.00 1.22  0.68
N 0.91 1.90 0.12  0.20
O 2.02 -1.38 0.33  -0.30
O 1.38 -2.61 2.15  -0.41
O 0.96 3.03 -0.40  -0.55
O 0.09 0.99 -0.18  -0.46
O -3.29 0.60 -0.45  -0.49
O -1.74 -0.94 -1.74  -0.42
S -2.10 0.41 -1.39  0.75

=====

Entry 4:
Here is a cluster of 2 separate species, CO2PS in total in a non-equilibrium geometry from OMol25. Energies are from wB97M-V/def2-TZVPD.

HOMO-LUMO gap (spin up / spin down): 5.42 / 5.51 eV
Charge: -1
E: -928.175950 hartree

Last column: Mulliken charge in e.
Atoms and positions in Å:
C 0.40 -1.04 0.08  0.46
O 1.27 -1.22 -0.66  -0.34
O -0.33 -1.17 0.98  -0.38
P -0.48 1.38 -1.08  -0.27
S -0.86 2.06 0.68  -0.48

=====

Entry 5:
Here is a cluster of 2 separate species, CO4P in total in a non-equilibrium geometry from OMol25. Energies are from wB97M-V/def2-TZVPD.

HOMO-LUMO gap: 8.00 eV
Charge: -1
E: -680.556302 hartree

Last column: Mulliken charge in e.
Atoms and positions in Å:
C 1.45 0.10 -0.08  0.60
O -1.40 1.14 0.28  -0.57
O 1.62 0.54 0.92  -0.27
O -2.26 -1.14 -0.16  -0.60
O 1.64 -0.31 -1.13  -0.37
P -1.06 -0.34 0.16  0.20

=====

Entry 6:
Here is a structure of composition CO4S in a non-equilibrium geometry from OMol25. Energies are from wB97M-V/def2-TZVPD.

HOMO-LUMO gap: 10.30 eV
Charge: 0
E: -737.217185 hartree

Last column: Mulliken charge in e.
Atoms and positions in Å:
C 0.08 0.14 -1.10  0.79
O -1.00 -0.30 0.16  -0.37
O 0.97 0.70 -0.40  -0.48
O 0.36 -0.62 2.20  -0.34
O -0.23 -0.24 -2.15  -0.35
S -0.18 0.32 1.29  0.76

=====

Entry 7:
Here is a cluster of 2 separate species, CO5S in total in a non-equilibrium geometry from OMol25. Energies are from wB97M-V/def2-TZVPD.

SMILES string: O=S(=O)=O.O=C=O
HOMO-LUMO gap: 11.90 eV
Charge: 0
E: -812.483297 hartree

Last column: Mulliken charge in e.
Atoms and positions in Å:
O -1.80 1.11 0.57  -0.41
S -1.33 -0.03 -0.12  1.27
O -0.52 0.12 -1.34  -0.48
O -1.78 -1.31 0.27  -0.41
O 2.81 -0.05 -0.31  -0.29
C 1.79 0.04 0.18  0.73
O 0.82 0.12 0.74  -0.41

=====

Entry 8:
Here is a cluster of 2 separate species, CO5S2 in total in a non-equilibrium geometry from OMol25. Energies are from wB97M-V/def2-TZVPD.

SMILES string: O=S1(=O)OS1.O=C=O
HOMO-LUMO gap: 8.92 eV
Charge: 0
E: -1210.564356 hartree

Last column: Mulliken charge in e.
Atoms and positions in Å:
O 2.58 1.28 0.46  -0.52
S 1.34 0.64 0.36  1.11
O 0.48 1.16 1.33  -0.46
O 0.73 0.52 -1.04  -0.19
S 0.96 -0.98 -0.50  0.02
O -2.77 -1.14 -1.02  -0.36
C -2.00 -0.78 -0.24  0.70
O -1.32 -0.70 0.65  -0.29

=====

Entry 9:
Here is a structure of composition Cd3N9O27 in a non-equilibrium geometry from OMol25. Energies are from wB97M-V/def2-TZVPD.

HOMO-LUMO gap (spin up / spin down): 6.08 / 4.61 eV
⟨S²⟩: 0.76
Charge: -2
Multiplicity: 2
E: -3026.130534 hartree

Last column: Mulliken charge in e.
Atoms and positions in Å:
Cd -1.94 -2.47 1.32  1.19
Cd -1.38 1.60 -1.84  1.48
Cd 2.53 1.43 1.35  1.32
N 3.16 -0.28 3.93  1.13
O 2.43 0.24 3.16  -0.47
O 2.80 -1.12 4.62  -0.66
O 4.13 0.30 4.18  -0.71
N 1.23 0.84 -4.21  1.07
O 1.48 0.93 -5.32  -0.49
O 0.28 1.12 -3.55  -0.38
O 2.31 0.47 -3.72  -0.19
N -3.72 -0.54 3.69  0.77
O -2.74 -0.88 2.97  -0.43
O -3.88 -0.55 4.93  -0.59
O -4.68 0.00 3.09  -0.53
N 1.38 3.60 -1.16  0.75
O 0.40 2.96 -1.36  -0.38
O 2.24 2.89 -0.52  -0.59
O 1.68 4.52 -1.81  -0.59
N 3.64 -1.07 -0.32  0.87
O 3.83 -1.06 -1.53  -0.68
O 3.32 -0.15 0.32  -0.57
O 3.71 -2.06 0.24  -0.58
N 0.23 -3.94 -0.36  0.80
O -0.64 -3.33 0.14  -0.39
O -0.14 -4.89 -1.00  -0.61
O 1.37 -3.53 -0.41  -0.52
N -0.04 0.03 0.26  0.88
O -0.84 -0.75 0.81  -0.05
O -0.13 0.33 -0.79  -0.60
O 0.64 0.57 1.03  -0.52
N -2.52 2.19 0.95  1.09
O -3.48 1.73 1.38  -0.54
O -2.31 2.30 -0.24  -0.74
O -1.75 2.64 1.82  -0.67
N -3.20 -0.96 -3.02  0.76
O -2.81 -1.54 -4.06  -0.59
O -2.43 -0.13 -2.43  -0.52
O -4.16 -1.45 -2.51  -0.55

=====

Entry 10:
Here is a structure of composition CdCl5O20 in a non-equilibrium geometry from OMol25. Energies are from wB97M-V/def2-TZVPD.

HOMO-LUMO gap: 6.93 eV
Charge: -3
E: -3972.091110 hartree

Last column: Mulliken charge in e.
Atoms and positions in Å:
Cd 0.07 -0.56 -1.20  1.98
Cl 0.60 -3.71 0.30  1.60
O 0.92 -4.82 -0.65  -0.68
O 0.14 -2.60 -0.49  -0.79
O -0.45 -4.27 1.26  -0.63
O 1.89 -3.36 1.04  -0.56
Cl 3.78 -0.19 0.86  1.56
O 3.44 1.04 1.68  -0.62
O 5.03 -0.02 0.19  -0.66
O 3.78 -1.32 1.89  -0.67
O 2.71 -0.46 -0.05  -0.68
Cl -3.14 0.29 1.29  1.40
O -1.83 -0.32 0.86  -0.59
O -2.80 1.46 2.31  -0.60
O -3.79 0.88 0.08  -0.62
O -4.18 -0.70 1.98  -0.66
Cl -1.66 1.38 -3.13  1.55
O -1.21 2.21 -1.99  -0.48
O -3.08 1.83 -3.56  -0.64
O -0.72 1.44 -4.24  -0.60
O -1.70 -0.14 -2.70  -0.77
Cl 0.44 2.46 0.84  1.57
O 0.13 1.03 0.38  -0.55
O -0.84 3.00 1.36  -0.62
O 1.39 2.27 1.96  -0.59
O 1.08 3.18 -0.27  -0.65

=====

Entry 11:
Here is a structure of composition CdFeN3O9 in a non-equilibrium geometry from OMol25. Energies are from wB97M-V/def2-TZVPD.

HOMO-LUMO gap (spin up / spin down): 5.88 / 5.76 eV
⟨S²⟩: 6.01
Charge: +1
Multiplicity: 5
E: -2272.076449 hartree

Last column: Mulliken charge in e.
Atoms and positions in Å:
Cd -0.62 2.32 2.38  1.19
Fe -0.82 -1.62 -1.56  1.36
N 1.55 -1.46 -3.75  0.96
O 0.82 -1.63 -2.65  -0.59
O 2.76 -1.52 -3.72  -0.45
O 0.92 -1.15 -4.74  -0.55
N -0.77 -0.27 4.21  1.06
O -0.38 -1.41 4.25  -0.49
O -0.95 0.31 3.06  -0.56
O -1.04 0.42 5.21  -0.56
N -0.37 1.55 -0.67  1.10
O -0.09 0.46 -1.23  -0.40
O -0.08 2.56 -1.26  -0.45
O -0.93 1.44 0.47  -0.62

=====

Entry 12:
Here is a structure of composition CdH12O6 from OMol25. Energies are from wB97M-V/def2-TZVPD.

HOMO-LUMO gap: 12.86 eV
Charge: +2
E: -625.834563 hartree

Last column: Mulliken charge in e.
Atoms and positions in Å:
Cd -0.06 -0.07 0.02  1.50
O 1.63 0.33 -1.41  -0.59
H 1.65 -0.46 -1.96  0.33
H 2.22 0.95 -1.87  0.30
O -1.36 0.06 -1.86  -0.58
H -2.25 -0.30 -1.96  0.32
H -1.37 0.89 -2.36  0.34
O -0.20 2.28 0.34  -0.57
H -0.85 2.86 0.74  0.31
H 0.58 2.83 0.19  0.31
O -1.73 -0.62 1.39  -0.54
H -2.19 -1.46 1.29  0.34
H -2.35 -0.05 1.87  0.31
O 1.36 0.04 1.78  -0.54
H 2.29 0.18 1.55  0.32
H 1.25 0.47 2.64  0.32
O 0.41 -2.26 -0.19  -0.52
H 0.12 -2.99 -0.75  0.31
H 0.86 -2.67 0.56  0.32

=====

Entry 13:
Here is a structure of composition CdI in a non-equilibrium geometry from OMol25. Energies are from wB97M-V/def2-TZVPD.

HOMO-LUMO gap: 6.18 eV
Charge: +1
E: -465.116627 hartree

Last column: Mulliken charge in e.
Atoms and positions in Å:
Cd -0.13 -0.31 1.36  0.90
I 0.13 0.31 -1.36  0.10

=====

Entry 14:
Here is a structure of composition Cl2CrH42O21 in a non-equilibrium geometry from OMol25. Energies are from wB97M-V/def2-TZVPD.

HOMO-LUMO gap (spin up / spin down): 9.74 / 9.74 eV
⟨S²⟩: 3.77
Charge: +1
Multiplicity: 4
E: -3570.126969 hartree

Last column: Mulliken charge in e.
Atoms and positions in Å:
Cr 0.39 0.12 0.15  0.17
Cl -0.48 -1.99 0.09  -0.41
Cl 0.46 0.25 -2.14  -0.70
O -1.45 0.80 0.24  0.40
H -2.13 0.40 0.84  0.36
H -1.75 1.73 -0.04  0.35
O 3.48 -2.32 1.79  -0.54
H 4.39 -2.34 1.52  0.26
H 3.08 -3.16 1.49  0.33
O -2.50 -0.62 -4.78  -0.59
H -3.02 -1.13 -5.40  0.29
H -1.85 -1.25 -4.44  0.29
O 1.53 -4.12 1.09  -0.64
H 0.76 -3.60 0.75  0.18
H 1.32 -5.04 0.85  0.29
O -2.88 3.15 -0.41  -0.66
H -3.04 2.96 -1.35  0.34
H -3.77 3.12 -0.06  0.28
O 2.16 2.16 2.79  -0.64
H 3.07 1.87 2.53  0.40
H 2.29 3.10 3.02  0.26
O -5.49 -1.85 -0.59  -0.61
H -5.47 -0.89 -0.62  0.32
H -6.01 -2.03 0.18  0.30
O -1.02 3.64 -3.80  -0.63
H -1.85 3.18 -3.62  0.32
H -0.98 3.84 -4.73  0.28
O -5.39 1.49 -1.14  -0.62
H -6.21 1.92 -0.92  0.29
H -5.37 1.39 -2.13  0.33
O 2.90 2.57 -2.64  -0.64
H 3.85 2.59 -2.83  0.30
H 2.66 1.65 -2.83  0.25
O 0.51 0.18 2.17  -0.30
H 0.45 -0.69 2.63  0.31
H 1.12 0.77 2.65  0.29
O 4.64 1.30 2.32  -0.64
H 5.21 0.66 2.76  0.29
H 4.90 1.19 1.41  0.30
O -0.91 -5.20 0.26  -0.61
H -1.30 -4.69 0.98  0.30
H -1.51 -5.05 -0.48  0.30
O -2.57 -0.54 2.25  -0.67
H -1.74 -1.02 1.97  0.10
H -2.97 -1.18 2.85  0.27
O 0.94 2.01 0.10  -0.30
H 1.35 2.24 0.98  0.30
H 0.70 2.83 -0.46  0.45
O 2.48 -2.52 -1.88  -0.66
H 1.80 -2.34 -2.52  0.30
H 2.12 -3.31 -1.39  0.34
O 2.23 -0.64 0.05  0.02
H 2.40 -1.25 -0.73  0.41
H 2.41 -1.26 0.82  0.28
O -2.94 1.58 -3.02  -0.55
H -3.15 1.20 -3.84  0.25
H -2.54 0.88 -2.44  0.22
O 0.73 -2.15 3.48  -0.63
H 1.55 -1.81 3.82  0.34
H 0.88 -3.04 3.17  0.32
O 0.74 3.92 -1.47  -0.60
H 1.56 3.56 -1.87  0.39
H 0.06 3.96 -2.16  0.34
O 2.73 -0.53 4.80  -0.64
H 2.90 -0.09 5.64  0.29
H 3.55 -0.54 4.28  0.27

=====

Entry 15:
Here is a structure of composition Cl2F2N3O2PS2 in a non-equilibrium geometry from OMol25. Energies are from wB97M-V/def2-TZVPD.

HOMO-LUMO gap: 9.01 eV
Charge: 0
E: -2572.506151 hartree

Last column: Mulliken charge in e.
Atoms and positions in Å:
N 0.71 1.42 -0.33  -0.41
N 1.06 -1.40 -0.64  -0.46
N -1.55 0.27 -0.65  -0.31
O -1.46 2.47 0.28  -0.52
O -1.74 -2.07 -1.37  -0.48
F -0.66 0.60 1.58  -0.25
F -1.42 -1.60 1.01  -0.16
P 1.56 0.02 -0.19  1.04
S -0.76 1.32 0.15  1.02
S -1.06 -1.19 -0.48  0.89
Cl 2.01 -0.05 1.71  -0.18
Cl 3.30 0.23 -1.04  -0.18

=====

Entry 16:
Here is a structure of composition Cl2F2O8Sr in a non-equilibrium geometry from OMol25. Energies are from wB97M-V/def2-TZVPD.

HOMO-LUMO gap: 6.57 eV
Charge: -2
E: -1752.212307 hartree

Last column: Mulliken charge in e.
Atoms and positions in Å:
Sr 10.24 9.83 1.55  1.65
F 8.77 9.58 -0.63  -0.88
F 11.81 9.94 -0.73  -0.88
Cl 9.60 11.63 4.19  1.47
O 8.60 11.83 3.18  -0.47
O 9.18 10.57 5.07  -0.68
O 10.80 11.26 3.92  -0.52
O 10.04 12.58 5.29  -0.73
Cl 10.00 13.33 0.12  1.59
O 10.81 12.36 0.79  -0.61
O 9.85 14.65 0.85  -0.66
O 10.59 13.51 -1.34  -0.67
O 8.71 12.86 0.04  -0.60

=====

Entry 17:
Here is a structure of composition Cl2F2O8Sr2 in a non-equilibrium geometry from OMol25. Energies are from wB97M-V/def2-TZVPD.

HOMO-LUMO gap: 7.08 eV
Charge: 0
E: -1783.039451 hartree

Last column: Mulliken charge in e.
Atoms and positions in Å:
Sr -14.04 14.24 -2.38  1.82
Sr -12.01 10.50 -0.74  1.73
F -14.06 9.30 -1.67  -0.85
F -13.54 12.12 -1.75  -0.87
Cl -12.40 15.63 0.26  1.49
O -12.88 14.24 0.06  -0.69
O -11.83 15.62 1.57  -0.61
O -11.31 15.80 -0.67  -0.55
O -13.47 16.53 -0.03  -0.56
Cl -11.61 11.20 -4.93  1.59
O -11.25 10.23 -3.89  -0.64
O -12.04 10.52 -6.11  -0.61
O -12.53 12.23 -4.50  -0.61
O -10.38 11.91 -5.26  -0.65

=====

Entry 18:
Here is the molecule Cl2FHSi in a non-equilibrium geometry from OMol25. Energies are from wB97M-V/def2-TZVPD.

SMILES string: F[SiH](Cl)Cl
HOMO-LUMO gap: 12.40 eV
Charge: 0
E: -1310.500339 hartree

Last column: Mulliken charge in e.
Atoms and positions in Å:
F 0.90 -0.73 1.23  -0.25
Si 0.19 -0.02 -0.05  0.71
Cl -1.55 -0.97 -0.37  -0.20
Cl -0.36 1.79 0.47  -0.15
H 0.82 -0.07 -1.28  -0.10

=====

Entry 19:
Here is a cluster of 2 separate species, Cl2H10Si5 in total in a non-equilibrium geometry from OMol25. Energies are from wB97M-V/def2-TZVPD.

HOMO-LUMO gap (spin up / spin down): 6.27 / 6.07 eV
Charge: 0
E: -2373.740425 hartree

Last column: Mulliken charge in e.
Atoms and positions in Å:
Si 0.21 -4.21 -0.17  0.32
Si 0.37 3.81 -0.88  0.44
Si -0.94 -2.24 0.30  0.22
Si -0.47 3.06 1.23  0.30
Si -0.11 -0.09 -0.07  0.24
Cl 2.02 -0.33 0.12  -0.28
Cl -0.23 0.31 -2.12  -0.28
H 1.36 -3.77 -0.92  -0.13
H -0.49 -5.34 -1.03  -0.07
H 0.67 -4.62 1.15  -0.09
H -0.38 3.42 -2.04  -0.09
H 1.34 2.83 -1.14  -0.12
H 0.72 5.28 -0.68  -0.11
H -2.46 -2.52 0.40  -0.11
H -0.41 -2.05 1.66  -0.09
H -1.52 3.84 1.82  -0.11
H 0.33 2.61 2.37  -0.06

=====

Entry 20:
Here is a cluster of 2 separate species, Cl2H2NOP in total in a non-equilibrium geometry from OMol25. Energies are from wB97M-V/def2-TZVPD.

HOMO-LUMO gap (spin up / spin down): 9.14 / 8.70 eV
Charge: 0
E: -1392.881236 hartree

Last column: Mulliken charge in e.
Atoms and positions in Å:
N -2.38 -0.18 -0.16  -0.47
O 1.83 0.10 1.83  -0.41
P 1.20 0.09 0.56  0.68
Cl 1.65 -1.54 -0.47  -0.14
Cl 1.55 1.67 -0.64  -0.15
H -2.13 0.73 -0.54  0.25
H -1.72 -0.87 -0.58  0.24